(1)
37
Properties=species:S:1:pos:R:3 method="wB97M-V/def2-TZVPD" homo_ev=-8.77 homo_lumo_gap_ev=8.9 smiles="Cc1cc(C(F)(F)F)cc(NNC(=O)NC(=O)c2c(F)cccc2Cl)n1"
C -1.22934 -2.55054 0.46207
C -2.07479 -1.35771 0.15596
C -3.44821 -1.36319 0.37750
C -4.16293 -0.20860 0.07627
C -5.64948 -0.20455 0.30000
F -6.28514 -1.03806 -0.54606
F -5.97912 -0.61174 1.53788
F -6.21012 1.00053 0.13341
C -3.51913 0.90411 -0.42906
C -2.13458 0.80391 -0.61160
N -1.41692 1.83291 -1.18088
N -0.02957 1.76524 -1.07241
C 0.51894 1.88190 0.16569
O -0.02255 2.38748 1.11688
N 1.84441 1.41499 0.27599
C 2.51283 0.59284 -0.58484
O 2.11513 0.29265 -1.68771
C 3.80674 0.07272 -0.03501
C 4.78930 0.92907 0.45500
F 4.54027 2.25197 0.48386
C 6.01414 0.47448 0.90383
C 6.26953 -0.88622 0.87411
C 5.31524 -1.77030 0.40406
C 4.09537 -1.29340 -0.05457
Cl 2.91125 -2.40449 -0.61355
N -1.44840 -0.29578 -0.32580
H -0.23153 -2.40348 0.05983
H -1.66810 -3.44899 0.03438
H -1.15904 -2.68812 1.54012
H -3.94586 -2.23238 0.77556
H -4.05152 1.80989 -0.66650
H -1.79185 2.76614 -1.05796
H 0.43127 1.13193 -1.72825
H 2.25370 1.61578 1.18024
H 6.74270 1.18186 1.26508
H 7.21976 -1.25939 1.22176
H 5.50805 -2.83058 0.38585


(2)
33
Properties=species:S:1:pos:R:3 method="wB97M-V/def2-TZVPD" homo_ev=-9.53 homo_lumo_gap_ev=9.0 de_lowest_kcal_mol=11.1 smiles="N#Cc1ccc(-n2cnc3c2C(=O)C[C@H](C(N)=O)C3)cc1Cl"
N -0.30904 -6.41130 -2.48307
C -0.40862 -5.28239 -2.19779
C -0.46091 -3.86507 -1.91687
C -0.11686 -3.40838 -0.65224
C -0.09147 -2.01756 -0.38653
C -0.52348 -1.08695 -1.33977
N -0.61656 0.29058 -1.03243
C -1.77992 1.06503 -1.18692
N -1.64737 2.19583 -0.54747
C -0.41174 2.15642 0.05558
C 0.26996 1.01320 -0.25515
C 1.67288 0.87847 0.19110
O 2.40199 -0.02558 -0.18876
C 2.26003 1.94237 1.13591
C 1.10836 2.60332 1.98098
C 0.44911 1.61060 2.97861
N -0.79006 1.03383 2.83030
O 1.06529 1.27298 3.95971
C 0.07353 3.19469 1.01155
C -0.94188 -1.56910 -2.58548
C -0.92888 -2.95314 -2.89858
Cl -1.35147 -3.49143 -4.50481
H 0.16250 -4.12222 0.08355
H 0.25458 -1.66182 0.53541
H -2.65989 0.73742 -1.76802
H 2.75544 2.72921 0.57721
H 3.01640 1.49261 1.79536
H 1.45771 3.40255 2.63449
H -1.07620 0.35162 3.55537
H -1.30801 1.20506 1.98669
H 0.51347 3.99110 0.41024
H -0.80409 3.59121 1.54959
H -1.23480 -0.86316 -3.32776


(3)
40
Properties=species:S:1:pos:R:3 method="wB97M-V/def2-TZVPD" homo_ev="-2.07 / -2.00" homo_lumo_gap_ev="6.8 / 6.4" de_lowest_kcal_mol=20.4 s_squared=0.7561 multiplicity=2 charge=-2
Ti 1.89539 -0.09990 -0.55482
N 1.14458 4.39453 0.27172
C 1.09875 3.12034 -0.30401
S 2.41304 2.64932 -1.31635
N 0.03070 2.43341 -0.03372
N 0.04943 1.19920 -0.65049
C -1.02585 0.85293 -1.23937
C -1.11853 -0.29163 -2.12456
C -2.36853 -0.79224 -2.48973
C -2.50243 -1.79668 -3.42884
C -1.34889 -2.29405 -4.03962
C -0.10378 -1.80031 -3.71584
C 0.05999 -0.79194 -2.73887
O 1.24828 -0.35594 -2.44700
H 2.09939 4.68196 0.42181
H 0.58323 4.43711 1.11193
H -1.89195 1.51297 -1.15104
H -3.24991 -0.37497 -2.01143
H -3.47874 -2.19094 -3.68266
H -1.42980 -3.08756 -4.77521
H 0.79471 -2.18893 -4.17882
S 1.79457 -0.62505 3.16300
C 0.20504 0.03885 3.37741
C -0.29770 0.25687 4.67715
C -1.57301 0.75685 4.83225
C -2.32138 1.07348 3.70284
C -1.73458 0.85163 2.46685
N -0.52714 0.32888 2.29746
H 0.32868 0.03539 5.53102
H -1.97804 0.91688 5.82609
H -3.31954 1.48627 3.77605
H -2.26096 1.10924 1.55159
O 1.06111 -3.94930 -0.03251
C 1.56276 -2.88364 -0.29169
O 1.04179 -1.71071 0.00395
C 2.93397 -2.73151 -1.03552
O 3.56175 -3.71111 -1.39331
O 3.25659 -1.49615 -1.18732
O 2.08553 0.73795 1.19033
O 3.28147 0.29846 0.62126


(4)
29
Properties=species:S:1:pos:R:3 method="wB97M-V/def2-TZVPD" homo_ev=-7.20 homo_lumo_gap_ev=6.7 de_lowest_kcal_mol=35.4 smiles="O=C1C=CC=C/C1=C1/C=C(c2ccccc2)NO1"
O 1.25744 -1.12455 -2.03332
C 1.17732 -2.06420 -1.25835
C 1.30509 -3.43100 -1.77899
C 1.38736 -4.52811 -0.99748
C 1.40893 -4.37308 0.45919
C 1.29925 -3.12704 1.01714
C 1.07399 -1.90797 0.20994
C 0.78392 -0.71317 0.84655
C 0.46996 0.58542 0.28319
C 0.32480 1.47233 1.29476
C 0.07968 2.90575 1.16907
C -0.58685 3.43754 0.02564
C -0.81903 4.83042 -0.11640
C -0.39470 5.69149 0.91468
C 0.20016 5.15043 2.05465
C 0.41172 3.78202 2.18600
N 0.58719 0.75799 2.46702
O 0.84747 -0.57187 2.17948
H 1.27981 -3.52429 -2.86344
H 1.39985 -5.50423 -1.51210
H 1.51884 -5.28119 1.08408
H 1.29767 -3.07234 2.08375
H 0.38419 0.83463 -0.78584
H -0.91806 2.75877 -0.75525
H -1.34030 5.22712 -0.94460
H -0.51741 6.74845 0.79527
H 0.41700 5.85690 2.83330
H 0.80763 3.43188 3.14533
H 0.20320 1.09799 3.34284


(5)
49
Properties=species:S:1:pos:R:3 method="wB97M-V/def2-TZVPD" homo_ev="-8.83 / -9.36" homo_lumo_gap_ev="7.9 / 8.3" s_squared=6.0247 multiplicity=5
Cr 0.08230 -0.26190 -0.13590
C -2.44340 2.34300 -2.35240
C -1.82160 1.37550 -1.40570
N -0.54730 1.24700 -1.18500
O 0.37480 2.01760 -1.81450
B 1.65410 1.25120 -1.99310
F 1.23830 -0.10420 -2.29870
F 2.37590 1.81340 -2.97280
O 2.48080 1.13990 -0.76450
N 1.91740 0.27810 0.11650
C 2.60800 -0.23930 1.08790
C 4.05860 0.00860 1.32230
C 1.81140 -1.14580 1.89590
N 0.60960 -1.29590 1.41080
O -0.28750 -2.11140 2.00110
B -1.38760 -2.47310 1.05220
F -2.03510 -3.55420 1.50980
F -0.73830 -2.67020 -0.21220
O -2.37080 -1.36930 0.80590
N -1.83180 -0.40770 0.02890
C -2.59320 0.40550 -0.64610
C -4.08140 0.32960 -0.68370
C 2.33200 -1.82160 3.11940
H -1.66070 2.93000 -2.82760
H -3.14380 3.00110 -1.83810
H -2.99990 1.80190 -3.11730
H 4.46140 0.55610 0.47340
H 4.58900 -0.93420 1.43230
H 4.20720 0.59710 2.22730
H -4.40920 -0.49370 -0.05060
H -4.42400 0.15370 -1.70350
H -4.52450 1.26290 -0.33590
H 3.15810 -1.25860 3.54540
H 2.68120 -2.82570 2.87120
H 1.53030 -1.92480 3.84950
Cl 2.95090 2.98410 1.74760
C 1.45380 3.53630 1.16890
C 0.28920 2.87870 1.57430
C -0.94710 3.35660 1.12460
Cl -2.36580 2.51090 1.58100
C -1.01470 4.48990 0.31930
Cl -2.53150 5.10090 -0.17700
C 0.15410 5.13790 -0.08150
Cl 0.07160 6.51680 -1.08300
C 1.39380 4.64640 0.32970
Cl 2.83270 5.39640 -0.19250
O -0.42530 0.39030 4.06720
C -0.12070 1.11820 3.23050
N 0.40330 1.78150 2.38090


(6)
38
Properties=species:S:1:pos:R:3 method="wB97M-V/def2-TZVPD" homo_ev=-3.43 homo_lumo_gap_ev=3.7 de_lowest_kcal_mol=5.6 charge=-1
Cl -1.21684 1.38196 5.02373
B -0.07308 0.07628 4.34422
Cl 1.48960 -0.03236 5.39011
Cl -0.93293 -1.57719 4.26330
O 0.27839 0.51503 2.98250
C 0.94913 0.09471 1.98495
C 1.89770 0.97782 1.37709
C 3.09383 0.54093 0.75643
C 3.90679 1.44690 0.07312
C 3.57371 2.81134 0.02714
C 2.46799 3.27334 0.76546
C 1.66555 2.37694 1.46434
H 0.80666 -0.93875 1.61964
H 3.33643 -0.51906 0.84130
H 4.79940 1.09362 -0.45297
H 4.11505 3.49048 -0.63410
H 2.21722 4.33724 0.77456
H 0.83286 2.72841 2.07499
F -4.79493 -0.79033 1.77195
C -4.00484 -0.13072 0.88485
F -4.77771 0.52335 -0.00797
F -3.22483 0.76885 1.53669
S -2.91342 -1.42410 0.10407
C -1.80529 -0.45342 -0.80264
C -1.15926 -0.96792 -1.94407
C -0.84244 -0.12096 -3.05064
C -0.15110 -0.59651 -4.16700
C 0.25828 -1.94127 -4.22174
C -0.08062 -2.80335 -3.16242
C -0.76277 -2.33367 -2.04538
O -2.26584 -2.06237 1.23082
O -3.80988 -2.17608 -0.73773
H -1.88669 0.61813 -0.60794
H -1.19787 0.90937 -2.97132
H 0.08127 0.07778 -4.99881
H 0.87382 -2.29942 -5.05484
H 0.20834 -3.85916 -3.21323
H -0.95168 -3.01584 -1.21844